No. 1
The following is a DFT calculation (wB97M-V/def2-TZVPD) of a molecular structure, C44H46BCaN6O2PS2 at a distorted geometry.

Structure (XYZ):
```
103
Properties=species:S:1:pos:R:3:forces:R:3
Ca -0.80781 0.89086 0.57983 -0.37 0.12 1.57
S -0.57922 0.71953 3.20296 -0.50 -0.55 0.20
S -2.85831 4.44625 0.58005 0.36 -0.17 -0.16
P 2.69365 0.95583 1.08750 -0.21 -0.23 0.03
O -0.17312 0.03870 -2.19462 0.25 0.33 0.09
O 0.38705 2.22039 -2.58333 -0.22 -0.35 0.07
N -2.74812 -2.26289 4.60844 -0.25 -0.40 -0.30
N -1.94350 3.87808 -1.91156 -0.49 -0.01 -0.13
N -0.42550 4.67313 -0.46211 -0.09 -0.04 0.02
N -1.99814 -1.55767 2.19082 -0.26 -0.03 0.48
N -2.09019 -1.09101 4.42899 0.38 0.06 -0.30
N -2.10549 -1.06313 1.06279 -0.10 -0.47 -0.34
C 2.53587 2.22932 2.38996 0.07 0.06 0.11
C -2.50427 -3.56384 4.12783 -0.06 0.57 0.30
C 6.34284 1.20795 -0.71939 -0.12 -0.02 0.06
C 0.98341 1.46054 -3.67041 -0.11 -0.05 0.23
C -2.11496 -6.22513 3.34328 0.00 0.07 0.01
C 2.38052 -2.33505 3.62770 0.00 0.01 -0.08
C 4.98517 1.27410 -0.42075 0.06 0.05 0.09
C -3.02360 -1.32782 -1.13172 0.00 0.11 -0.05
C 2.60598 -1.03439 3.19989 -0.12 0.03 0.11
C -1.59219 -0.73276 3.28435 0.07 0.03 0.19
C 3.32294 2.34516 3.53592 0.06 0.03 0.01
C 2.03541 4.24635 4.26863 0.06 -0.07 -0.01
C 0.77937 2.20465 -4.96971 -0.04 0.13 -0.21
C -1.03389 0.04471 -4.41423 -0.14 -0.03 -0.11
C 1.89462 -3.29350 2.74228 0.11 0.05 0.02
C -1.72630 4.30721 -0.65237 -0.01 -0.03 0.03
C 2.35588 -0.66853 1.87883 -0.02 -0.09 -0.10
C 5.39105 0.23029 1.70112 0.03 -0.11 0.01
C -3.61054 -3.99992 -0.72120 -0.01 0.04 -0.05
C 2.46842 1.35074 -3.36122 0.13 -0.05 0.05
C -1.11786 -5.27148 3.15949 -0.03 0.08 0.00
C -3.00193 -3.27611 0.29128 0.00 -0.19 0.11
C -1.30318 -3.95139 3.54513 0.17 -0.17 -0.02
C 1.10474 -1.10749 -3.89127 0.09 -0.18 -0.05
C 1.51850 3.16386 2.19208 -0.05 -0.04 0.10
C -5.06107 1.88270 -3.91599 0.05 0.04 0.03
C -2.71430 -1.93615 0.07527 0.25 0.59 0.17
C 1.25711 4.16131 3.12435 0.05 -0.05 -0.02
C -3.63892 -2.05480 -2.13880 0.00 0.01 -0.01
C -3.04975 3.22510 -2.50896 0.18 0.14 0.09
C -3.93278 -3.39333 -1.93505 0.03 -0.07 0.13
C 1.83515 -1.62970 1.00993 0.02 -0.15 0.03
C 7.22547 0.66377 0.20068 -0.06 -0.02 0.08
C -4.07131 2.58343 -1.81535 -0.01 -0.12 -0.07
C 3.07273 3.34101 4.46893 -0.07 0.01 -0.04
C -5.06593 1.91835 -2.52765 0.00 -0.01 0.04
C 1.60522 -2.93737 1.43437 0.03 0.16 -0.02
C 0.24098 0.09693 -3.59051 -0.06 0.06 0.24
C -3.04389 3.19397 -3.90262 -0.10 -0.01 -0.13
C 4.49386 0.79360 0.79552 0.12 0.23 -0.21
C -4.03831 2.52852 -4.60249 0.01 -0.01 0.05
C -3.49535 -4.51735 4.34001 -0.17 -0.17 -0.03
C -3.30308 -5.83474 3.94653 0.01 0.04 0.03
C 6.74514 0.17299 1.41112 0.03 0.03 -0.09
B -0.17552 1.33094 -1.62475 0.80 0.54 -2.48
H 2.57500 -2.60273 4.65974 -0.01 0.02 -0.04
H -4.42726 -4.22020 4.81204 0.05 -0.03 -0.05
H 6.70493 1.57663 -1.67086 -0.01 0.01 0.02
H 5.03451 -0.20006 2.62918 -0.01 0.04 -0.02
H 1.91798 -1.20711 -3.17272 -0.01 0.01 -0.04
H -0.17590 -5.55840 2.70587 -0.03 0.00 0.00
H -4.09168 2.60571 -0.73707 -0.02 0.03 -0.02
H -4.09106 -6.55866 4.11542 0.01 0.02 -0.01
H 4.29715 1.70788 -1.13879 0.04 -0.03 0.05
H -2.75178 -3.73738 1.23903 -0.01 0.01 -0.03
H -1.12796 3.87895 -2.50672 0.09 -0.11 -0.02
H -1.57017 -0.87382 -4.16349 0.04 0.05 -0.01
H -3.41934 -2.19106 5.34923 0.10 -0.04 0.21
H -2.78857 -0.28035 -1.29097 -0.02 -0.01 -0.03
H -5.84647 1.36625 -4.45732 0.08 0.04 0.06
H 1.61714 -1.35779 -0.01966 0.00 0.00 -0.03
H 7.42795 -0.26309 2.12925 0.01 0.00 -0.01
H -0.18937 4.93240 0.47875 0.04 0.06 0.03
H 3.02062 0.85068 -4.16189 -0.06 0.04 0.05
H 2.62848 0.80301 -2.43033 -0.01 0.03 -0.02
H -4.00922 2.51262 -5.68679 -0.01 0.02 0.08
H 1.30927 3.16016 -4.93134 -0.05 -0.06 -0.01
H -5.85611 1.41803 -1.97531 0.08 0.06 -0.06
H 1.18051 1.63185 -5.81323 -0.04 0.05 0.09
H -3.88899 -1.57026 -3.07404 0.00 0.00 0.01
H -2.24962 3.70308 -4.43940 -0.03 -0.02 0.02
H -0.27784 2.39836 -5.15906 0.09 0.01 0.02
H 3.68639 3.40806 5.35927 -0.02 0.01 -0.04
H 0.49531 -2.01252 -3.84254 0.04 0.04 0.01
H -4.41292 -3.96598 -2.71789 0.00 -0.02 0.02
H -0.82222 0.03820 -5.48698 -0.02 -0.01 0.05
H -1.68638 0.88912 -4.18739 0.02 -0.02 0.00
H 2.93180 -0.29205 3.91894 0.03 -0.02 -0.04
H 1.53085 -1.04003 -4.89724 -0.03 -0.01 0.06
H 0.44748 4.86544 2.96846 0.00 -0.06 -0.02
H 0.91774 3.10158 1.28839 0.04 0.03 -0.01
H 2.87252 2.35803 -3.23716 -0.01 -0.04 -0.01
H 1.72930 -4.31040 3.08132 0.02 0.09 0.00
H -3.83986 -5.04572 -0.55992 0.01 0.02 -0.01
H 0.29094 4.21725 -1.01471 -0.04 0.01 0.02
H 8.28379 0.61398 -0.02261 -0.02 -0.01 0.00
H -1.96527 -7.25198 3.03070 0.00 0.08 0.02
H 1.19785 -3.66770 0.74412 0.02 0.04 0.01
H 4.15149 1.66746 3.70332 -0.03 0.00 -0.03
H 1.83701 5.01662 5.00344 0.01 -0.02 -0.02
H -0.51072 -3.22882 3.40916 -0.07 -0.04 -0.02
```
Positions in Å, forces in eV/Å.

Output
Gap between HOMO and LUMO = 6.212 eV

No. 2
The following is a DFT calculation (wB97M-V/def2-TZVPD) of a single C3H6N2O molecule.

Structure (XYZ):
```
12
Properties=species:S:1:pos:R:3:forces:R:3
O 0.69930 0.40481 2.31040 0.14 0.29 -0.43
N 1.10002 1.12667 -1.07392 -0.20 -0.24 0.24
N 0.16413 -0.83486 -0.12706 0.14 0.01 0.18
C 0.75055 0.42800 -0.06958 0.03 0.00 -0.20
C -1.23140 -0.89986 -0.57699 -0.21 -0.06 -0.11
C 0.94894 1.02373 1.30228 0.00 -0.18 0.36
H -1.64524 0.10572 -0.71760 0.11 -0.16 0.00
H -1.33910 -1.44941 -1.51694 0.06 0.07 0.11
H -1.83507 -1.40095 0.18574 0.05 0.05 -0.16
H 0.30307 -1.32888 0.74232 -0.15 0.11 0.14
H 0.95290 0.54691 -1.90519 0.01 0.28 -0.11
H 1.32146 2.06492 1.31300 0.01 -0.16 -0.02
```
Positions in Å, forces in eV/Å.

Output
SMILES = [H]/N=C(/C=O)NC
Gap between HOMO and LUMO = 9.666 eV

No. 3
The following is a DFT calculation (wB97M-V/def2-TZVPD) of a single CH2N3P molecule at a distorted geometry.

Structure (XYZ):
```
7
Properties=species:S:1:pos:R:3:forces:R:3
P -0.12135 0.37379 -0.96774 1.53 -0.30 1.68
N -2.15023 1.59679 -0.49523 0.35 0.00 -5.50
N -1.67633 1.34331 0.62582 0.28 0.02 2.82
N -1.36969 1.02487 -1.68870 -3.40 1.47 2.70
C -0.61328 0.59290 0.73272 -0.98 -0.10 -4.77
H -0.12231 -0.97999 -1.19910 0.34 -0.67 -0.42
H -0.04100 0.54719 1.54349 1.88 -0.43 3.50
```
Positions in Å, forces in eV/Å.

Output
SMILES = C1=[PH]=NN=N1
Gap between HOMO and LUMO (spin up / spin down) = 8.575 / 8.574 eV

For each record above, in turn, the calculated relative energy (zero: lowest compared OMol25 entry of this formula, charge and spin) values are 0.6978 1.6793 2.4536 eV.